1:
{
  "formula": "C9H9ClSi",
  "method": "ωB97M-V/def2-TZVPD",
  "symbols": ["C", "H", "C", "C", "Cl", "C", "C", "H", "C", "H", "H", "C", "H", "H", "Si", "C", "H", "H", "H", "C"],
  "positions_angstrom": [[-0.1536, -1.2532, -2.1778], [3.0978, -0.3203, -2.2072], [1.7049, 0.1229, -0.7234], [-0.4881, -0.4761, 2.7347], [1.2955, 1.9956, 2.0728], [1.1676, -1.2580, -2.5842], [-1.7490, 1.9956, 1.0523], [-2.1579, 2.3727, 2.1217], [-0.7282, -1.4844, 3.3946], [2.4396, 0.7303, -0.2811], [1.5921, -1.6401, -3.5320], [-0.5349, -0.6867, -1.0353], [-1.6422, -0.6744, -0.8613], [-1.0660, -1.7443, -2.6111], [-0.2060, 0.8128, 1.4106], [0.3628, 0.0488, -0.2703], [-2.5183, 1.3320, 0.7434], [-1.6620, 2.9727, 0.4913], [-0.8340, -2.2747, 4.0835], [2.0798, -0.5713, -1.8211]],
  "homo_energy_ev": -9.4,
  "gap_ev": 10.184,
  "smiles": "C#C[Si@@](C)(Cl)c1ccccc1",
  "e_lumo_ev": 0.757,
  "charge": 0
}

---

2:
{
  "formula": "C9H9ClSi",
  "method": "ωB97M-V/def2-TZVPD",
  "symbols": ["C", "C", "H", "C", "C", "H", "H", "C", "Cl", "Si", "H", "C", "H", "H", "H", "C", "H", "H", "C", "C"],
  "positions_angstrom": [[1.6869, -1.3011, -3.0123], [0.4952, -1.3564, -0.9304], [1.0613, 0.8207, 1.0998], [0.4174, -1.3606, -3.5088], [0.1088, -1.4106, -2.2409], [-4.8433, 1.9502, 1.1923], [-0.1906, 1.9548, 0.5261], [-2.8773, 1.1961, 1.8468], [-0.8263, 1.6001, 4.3411], [-1.1571, 0.7835, 2.4807], [-1.2229, -0.8527, 2.6222], [2.5748, -1.2282, -1.9319], [2.4918, -1.0394, 0.0970], [0.0242, -1.2408, -4.5528], [0.5959, 2.2199, 2.0446], [1.8907, -1.2770, -0.7502], [-0.1689, -1.5967, -0.1512], [3.6175, -1.0010, -2.1030], [-3.9284, 1.6865, 1.5307], [0.2505, 1.4527, 1.4002]],
  "homo_energy_ev": -8.7,
  "gap_ev": 9.544,
  "smiles": "C#C[Si@@H](C)Cl.c1cc2cc-2c1",
  "e_lumo_ev": 0.813,
  "charge": 0
}

---

Of the structures shown above, 1 is the most stable.